Record 1
ORCA calculation (ωB97M-V/def2-TZVPD) on a cluster of 7 separate species, C46H49Cl2FN2O4PS in total in a non-equilibrium geometry.

Structure (XYZ):
```
106
Properties=species:S:1:pos:R:3:lowdin_charge:R:1
C 1.750 0.124 -0.681 -0.14
C 0.350 0.744 -1.037 -0.64
Cl -0.609 0.785 0.531 0.65
C -0.442 -0.060 -2.172 -0.56
Cl 0.674 -0.238 -3.618 0.73
C -0.931 -1.420 -1.607 -0.06
C -2.303 -1.581 -1.128 0.02
C -3.394 -0.492 -1.114 -0.41
O -3.421 0.503 -1.754 0.21
O -4.518 -0.750 -0.258 -0.16
S -5.824 -1.326 -1.113 0.68
C -7.312 -0.912 -0.082 -0.08
O -6.032 -0.696 -2.407 -0.27
O -5.834 -2.777 -1.298 -0.30
C -2.682 -2.905 -0.567 0.08
C -1.745 -4.003 -0.511 0.00
N -0.461 -3.790 -0.978 -0.10
P 0.693 -5.180 -0.864 0.80
N 0.040 -6.544 -1.303 -0.26
C -0.030 -2.578 -1.492 -0.19
F 1.264 -2.555 -1.856 0.07
H 2.445 0.008 -1.547 0.07
H 2.259 0.829 0.040 0.07
H 1.628 -0.843 -0.131 0.07
H 0.520 1.813 -1.327 0.11
H -1.247 0.628 -2.519 0.11
H -7.315 0.161 0.235 0.09
H -7.439 -1.644 0.753 0.08
H -8.198 -1.046 -0.766 0.07
H -3.704 -3.094 -0.152 0.12
H -2.014 -5.001 -0.101 0.14
H 1.816 -4.933 -1.718 0.05
H 1.190 -5.171 0.485 0.03
H 0.100 -7.160 -0.479 -0.01
C 1.303 -2.710 3.105 -0.11
C 1.883 -3.093 4.308 -0.10
C 1.290 -2.730 5.512 -0.08
C 0.112 -1.992 5.512 -0.08
C -0.470 -1.611 4.309 -0.09
C 0.127 -1.967 3.106 -0.12
H 1.768 -2.990 2.165 0.08
H 2.798 -3.675 4.308 0.10
H 1.746 -3.023 6.450 0.11
H -0.351 -1.713 6.450 0.11
H -1.389 -1.037 4.309 0.10
H -0.323 -1.665 2.166 0.05
C 4.878 4.173 1.575 -0.09
C 3.621 3.695 1.222 -0.09
C 3.006 2.719 1.998 -0.11
C 3.643 2.228 3.131 -0.09
C 4.897 2.708 3.486 -0.10
C 5.517 3.677 2.705 -0.09
H 5.359 4.931 0.968 0.10
H 3.121 4.083 0.341 0.09
H 2.029 2.340 1.720 0.07
H 3.161 1.470 3.739 0.10
H 5.392 2.326 4.371 0.10
H 6.498 4.048 2.979 0.10
C -12.446 0.955 -3.072 -0.09
C -13.085 0.256 -2.055 -0.09
C -12.453 -0.824 -1.450 -0.10
C -11.178 -1.199 -1.857 -0.11
C -10.538 -0.496 -2.871 -0.11
C -11.174 0.578 -3.482 -0.09
H -12.941 1.795 -3.546 0.10
H -14.076 0.552 -1.734 0.10
H -12.955 -1.374 -0.662 0.10
H -10.682 -2.040 -1.383 0.09
H -9.542 -0.788 -3.187 0.10
H -10.677 1.122 -4.277 0.10
C 3.843 0.312 -6.824 -0.09
C 3.187 -0.394 -5.823 -0.12
C 3.809 -1.475 -5.212 -0.11
C 5.093 -1.845 -5.594 -0.09
C 5.751 -1.137 -6.592 -0.09
C 5.125 -0.061 -7.210 -0.09
H 3.356 1.153 -7.303 0.10
H 2.188 -0.102 -5.520 0.02
H 3.294 -2.030 -4.435 0.08
H 5.581 -2.686 -5.114 0.10
H 6.753 -1.425 -6.889 0.10
H 5.636 0.487 -7.992 0.11
C 0.465 6.822 -1.657 -0.09
C -0.265 7.666 -0.829 -0.09
C -0.768 7.193 0.377 -0.09
C -0.532 5.879 0.761 -0.09
C 0.201 5.036 -0.065 -0.11
C 0.696 5.505 -1.276 -0.11
H 0.854 7.189 -2.599 0.10
H -0.443 8.693 -1.125 0.10
H -1.343 7.850 1.019 0.10
H -0.920 5.512 1.704 0.10
H 0.386 4.009 0.235 0.07
H 1.264 4.846 -1.923 0.10
C 8.090 -0.248 4.394 -0.10
C 6.833 -0.723 4.042 -0.11
C 6.215 -1.697 4.817 -0.10
C 6.851 -2.189 5.951 -0.10
C 8.107 -1.711 6.305 -0.09
C 8.729 -0.744 5.525 -0.09
H 8.573 0.510 3.787 0.10
H 6.334 -0.334 3.161 0.10
H 5.237 -2.072 4.538 0.09
H 6.367 -2.945 6.558 0.10
H 8.602 -2.093 7.190 0.10
H 9.710 -0.375 5.798 0.10
```

Output
total charge = +1
orbital gap = 5.134 eV
2S+1 = 1

Record 2
ORCA calculation (ωB97M-V/def2-TZVPD) on a structure of composition C5H13ClI2N2OPSV in a non-equilibrium geometry.

Structure (XYZ):
```
27
Properties=species:S:1:pos:R:3:nbo_charge:R:1
I -1.104 1.112 3.629 0.37
I -3.049 2.349 -0.370 0.43
V -1.263 1.368 1.054 0.04
P -0.514 -1.785 -0.314 1.60
C -1.852 -2.886 0.101 -0.98
C -0.377 -1.846 -2.132 -0.98
H 1.906 -2.098 -0.209 0.30
H 0.985 -3.669 -0.093 0.33
H 1.056 -2.568 1.315 0.29
C 1.018 -2.622 0.214 -0.98
H 0.576 -1.376 -2.458 0.29
H -0.455 -2.876 -2.476 0.32
H -1.714 -3.884 -0.309 0.37
H -2.771 -2.441 -0.264 0.30
H -1.216 -1.259 -2.536 0.28
H -1.926 -2.921 1.182 0.29
C -2.524 -0.027 1.373 0.42
O -3.495 -0.604 1.722 -0.33
Cl 0.355 0.547 -0.335 -0.07
N 1.683 3.848 -0.913 -0.71
C 1.647 3.424 0.354 0.36
N 2.855 3.218 0.934 -0.71
S 0.155 3.355 1.248 0.05
H 2.563 4.013 -1.406 0.44
H 0.879 3.666 -1.494 0.43
H 2.875 2.605 1.736 0.43
H 3.707 3.355 0.448 0.43
```

Output
total charge = +3
<S²> = 1.00
orbital gap (spin up / spin down) = 4.400 / 4.713 eV
2S+1 = 2

Record 3
ORCA calculation (ωB97M-V/def2-TZVPD) on a cluster of 3 separate species, C25H25N4 in total in a non-equilibrium geometry.

Structure (XYZ):
```
54
Properties=species:S:1:pos:R:3:nbo_charge:R:1
C -6.246 -1.729 -1.718 -0.21
C -5.021 -1.454 -2.628 -0.19
C -3.629 -2.057 -2.225 -0.22
C -3.584 -2.888 -0.910 -0.04
C -2.155 -3.535 -0.514 -0.49
C -1.497 -2.871 0.781 0.32
N -1.964 -3.212 2.123 -0.49
C -1.416 -2.650 3.335 0.08
C -0.235 -1.641 3.304 -0.23
C 0.343 -1.198 1.923 -0.06
C -0.347 -1.846 0.641 -0.07
C 0.182 -1.392 -0.803 -0.06
C 1.045 -2.311 -1.761 -0.26
C 1.434 -1.683 -3.119 0.02
N 1.182 -0.394 -3.665 -0.39
C 0.406 0.478 -2.854 0.03
C -0.070 0.028 -1.462 -0.25
C -4.803 -3.136 0.018 -0.25
C -6.196 -2.546 -0.398 -0.19
H -7.266 -1.305 -2.036 0.24
H -5.094 -0.831 -3.582 0.25
H -2.689 -1.916 -2.854 0.24
H -1.425 -3.436 -1.394 0.28
H -2.366 -4.634 -0.251 0.25
H -2.736 -3.895 2.159 0.45
H -1.894 -2.982 4.317 0.26
H 0.206 -1.205 4.258 0.28
H 1.208 -0.458 1.842 0.29
H 1.326 -3.385 -1.460 0.25
H 2.064 -2.376 -3.797 0.23
H 0.141 1.532 -3.230 0.24
H -0.665 0.794 -0.840 0.24
H -4.727 -3.732 0.990 0.20
H -7.076 -2.742 0.295 0.25
N 4.098 0.524 -0.160 -0.51
C 3.409 1.386 0.650 -0.11
C 4.253 1.798 1.652 -0.29
C 5.501 1.164 1.437 -0.31
C 5.377 0.385 0.310 -0.07
H 3.724 0.065 -0.976 0.41
H 2.377 1.633 0.446 0.21
H 4.000 2.481 2.450 0.22
H 6.393 1.265 2.038 0.23
H 6.086 -0.253 -0.195 0.22
N 1.920 6.254 1.730 -0.50
C 0.882 6.295 0.839 -0.08
C 1.144 5.389 -0.160 -0.30
C 2.384 4.774 0.143 -0.32
C 2.838 5.325 1.316 -0.08
H 1.997 6.818 2.561 0.42
H 0.049 6.965 0.991 0.21
H 0.512 5.190 -1.013 0.22
H 2.888 4.012 -0.433 0.22
H 3.734 5.139 1.890 0.21
```

Output
total charge = +1
orbital gap = 5.066 eV
relative energy (zero: lowest compared OMol25 entry of this formula, charge and spin) = 1038.6 kJ/mol
2S+1 = 1

Record 4
ORCA calculation (ωB97M-V/def2-TZVPD) on the molecule C3H7N3 in a non-equilibrium geometry.

Structure (XYZ):
```
13
Properties=species:S:1:pos:R:3:nbo_charge:R:1
N 2.753 1.296 -0.774 -0.32
C 1.849 0.736 -0.318 0.28
C 0.689 0.049 0.275 -0.16
N 0.705 -1.364 -0.087 -0.82
C -0.620 0.638 -0.274 -0.21
N -1.744 -0.097 0.297 -0.86
H 0.725 0.244 1.362 0.21
H -0.040 -1.800 0.450 0.38
H 1.577 -1.802 0.192 0.37
H -0.684 1.706 -0.036 0.20
H -0.574 0.538 -1.363 0.20
H -2.443 0.526 0.684 0.37
H -2.194 -0.670 -0.408 0.37
```

Output
orbital gap = 10.694 eV
relative energy (zero: lowest compared OMol25 entry of this formula, charge and spin) = 29.9 kJ/mol
2S+1 = 1

Record 5
ORCA calculation (ωB97M-V/def2-TZVPD) on a structure of composition C38H40Br4CaCl3CsF5LiMgNO15P2 in a non-equilibrium geometry.

Structure (XYZ):
```
112
Properties=species:S:1:pos:R:3:lowdin_charge:R:1
C -4.577 -6.410 -3.612 -0.44
C -4.244 -5.289 -2.462 -0.28
C -4.811 -3.746 -2.730 -0.01
C -4.531 -2.615 -1.571 0.04
C -3.694 -2.886 -0.160 -0.10
C -3.563 -1.618 0.872 -0.14
C -2.842 -2.003 2.320 -0.06
C -3.750 -2.586 3.598 -0.40
Cl -5.585 -2.807 3.378 0.58
C -3.096 -2.969 5.075 -0.19
C -4.050 -3.494 6.311 -0.13
C -4.889 -2.143 6.827 -0.56
O -6.131 -2.210 7.358 -0.10
Cl -4.145 -0.416 6.744 0.54
C -1.474 -2.824 5.305 -0.43
Br -0.523 -3.308 7.038 0.63
C -0.558 -2.241 4.039 -0.02
C -1.222 -1.827 2.560 0.04
C -0.171 -1.213 1.412 -0.17
O -0.233 -1.581 0.132 -0.04
C 0.969 -0.164 2.043 0.04
C 1.399 1.236 1.234 0.01
C 0.747 1.620 -0.245 -0.11
C -0.678 2.446 -0.139 -0.45
O -1.878 1.564 -0.317 -0.15
C -0.695 3.562 -1.376 -0.30
N -2.051 3.724 -2.027 -0.06
C 2.509 2.211 2.019 -0.06
C 2.895 3.627 1.227 -0.15
C 1.665 4.682 1.621 -0.13
F 1.020 4.138 2.871 -0.17
C 3.146 1.807 3.512 -0.18
P 4.374 3.112 4.279 0.91
C 6.196 2.576 4.014 -0.32
O 4.084 3.214 6.029 -0.38
C 2.757 0.382 4.296 0.01
C 3.416 -0.049 5.765 -0.21
C 2.546 0.577 7.049 -0.06
F 4.880 0.299 5.857 -0.13
C 1.643 -0.591 3.514 0.03
C 1.097 -2.030 4.168 -0.21
O 1.885 -2.964 4.703 -0.06
C -3.115 -4.404 0.081 0.00
C -3.385 -5.593 -1.064 -0.02
H -5.362 -5.924 -4.352 0.09
H -5.073 -7.363 -3.125 0.12
H -3.624 -6.662 -4.243 -0.43
H -5.419 -3.445 -3.688 0.09
H -4.951 -1.531 -1.762 0.10
H -4.673 -1.269 1.125 0.13
H -3.049 -0.693 0.342 0.12
H -4.843 -4.302 6.007 0.13
H -3.409 -3.827 7.257 0.11
H 1.469 2.314 -0.894 0.10
H 0.572 0.660 -0.930 0.12
H -0.828 2.977 0.908 -0.08
H -1.584 0.636 -0.594 0.08
H -0.367 4.645 -1.014 0.03
H 0.061 3.272 -2.253 0.12
H -2.164 2.957 -2.726 0.07
H -2.834 3.768 -1.339 0.03
H 3.876 4.128 1.625 0.07
H 3.030 3.487 0.070 0.11
H 2.075 5.748 1.927 0.07
H 0.817 4.707 0.815 0.07
H 6.756 2.807 5.040 0.06
H 6.644 3.338 3.212 0.05
H 6.333 1.467 3.665 0.05
H 4.167 4.183 6.272 0.06
H 3.385 -1.229 5.941 0.14
H 3.255 1.271 7.670 0.08
H 1.553 1.107 6.692 0.08
H 2.257 -0.326 7.775 0.09
H -2.524 -4.665 1.074 0.10
H -3.000 -6.703 -0.945 0.09
Cs -2.806 -5.708 -5.123 1.37
C 1.334 3.798 7.408 -1.10
O 0.832 3.353 6.387 0.08
O 1.370 4.993 7.722 -0.04
O 1.883 3.122 8.285 0.14
Li -0.829 5.196 8.460 0.38
Cl -2.109 4.095 1.089 0.14
C 3.515 -0.854 -9.588 -0.07
C 3.146 -0.820 -8.116 -0.20
O 2.112 -1.774 -7.832 0.02
C 2.517 -3.073 -7.666 -0.32
O 3.686 -3.442 -7.751 0.14
C 1.329 -3.969 -7.322 -0.48
F 0.244 -3.735 -8.116 0.14
F 0.905 -3.788 -6.038 0.14
F 1.607 -5.298 -7.446 -0.23
H 2.626 -0.708 -10.211 0.09
H 4.245 -0.075 -9.823 0.05
H 3.941 -1.823 -9.867 0.08
H 2.747 0.167 -7.863 0.14
H 4.020 -0.989 -7.476 0.13
C 3.112 7.592 -1.308 -1.58
Br 3.698 7.601 0.547 0.58
Br 4.398 6.707 -2.469 0.54
Br 1.328 6.841 -1.500 0.61
H 3.056 8.636 -1.631 -0.02
Mg 1.921 -7.376 -7.500 0.54
O -7.580 -1.928 -4.100 -0.25
P -8.056 -0.876 -3.085 -0.10
O -9.134 0.009 -3.732 -0.17
O -6.865 -0.003 -2.655 -0.23
O -8.645 -1.582 -1.852 -0.19
Ca -1.229 7.140 6.695 1.04
O 5.784 0.493 -11.774 0.33
H 6.085 -0.291 -12.299 0.22
H 5.426 1.207 -12.360 0.22
H 6.505 0.834 -11.186 0.22
```

Output
total charge = +1
orbital gap = 1.495 eV
2S+1 = 1

Record 6
ORCA calculation (ωB97M-V/def2-TZVPD) on a structure of composition C2H2LiO2Sc in a non-equilibrium geometry.

Structure (XYZ):
```
8
Properties=species:S:1:pos:R:3:nbo_charge:R:1
C -2.232 1.698 1.689 0.48
C -1.599 0.834 2.624 0.10
O -1.342 -0.450 2.271 -0.78
O -2.105 1.478 0.397 -0.24
H -3.061 1.099 2.612 0.25
Sc 1.747 -0.643 1.484 1.13
Li 0.310 -1.136 3.103 0.82
H -0.836 1.360 3.229 0.24
```

Output
total charge = +2
orbital gap (spin up / spin down) = 6.772 / 6.364 eV
relative energy (zero: lowest compared OMol25 entry of this formula, charge and spin) = 1021.5 kJ/mol
2S+1 = 1